{"formula": "C64H63BaIN5O5P3", "method": "wB97M-V/def2-TZVPD", "homo_lumo_gap_ev": 6.877, "charge": 0, "total_energy_ha": -4473.991308, "multiplicity": 1, "homo_ha": -0.2676, "symbols": ["I", "C", "C", "H", "C", "H", "H", "H", "H", "C", "H", "O", "H", "O", "C", "N", "C", "H", "H", "H", "C", "H", "H", "H", "C", "P", "O", "H", "H", "C", "N", "H", "H", "C", "C", "H", "H", "C", "C", "Ba", "C", "C", "H", "C", "H", "H", "H", "H", "H", "C", "H", "C", "H", "H", "C", "H", "H", "H", "C", "H", "H", "C", "C", "C", "H", "C", "C", "H", "C", "C", "C", "C", "O", "H", "H", "C", "H", "N", "H", "C", "C", "H", "C", "C", "C", "C", "C", "C", "H", "H", "C", "C", "H", "C", "H", "C", "H", "O", "H", "C", "H", "N", "P", "H", "H", "C", "H", "C", "C", "C", "C", "H", "H", "C", "H", "C", "H", "H", "C", "H", "C", "H", "H", "H", "H", "P", "C", "C", "C", "H", "C", "C", "N", "C", "C", "C", "C", "H", "C", "C", "H", "C"], "xyz": [[-1.314596, -2.183886, -2.839226], [-0.279306, 4.418471, 1.376668], [4.010567, -0.606495, 3.076392], [0.455943, -1.456289, 6.322777], [2.969246, 1.903628, -0.448667], [-0.641381, 0.525337, 2.420813], [6.411743, -2.111878, -0.895891], [5.677284, 1.028939, -3.444788], [5.428062, -0.825369, 4.671242], [-1.631738, -6.112910, -0.808226], [0.385639, 1.500213, -5.537684], [0.767941, -2.131521, 2.767840], [2.669569, 1.327437, -1.316607], [1.352084, -0.025176, -2.863445], [2.367809, -2.303674, 4.567351], [-1.776431, 2.185007, -3.698910], [3.625466, -1.930780, 5.028943], [-3.245891, -7.358170, -1.482829], [-0.681918, 6.079557, 0.076053], [0.465721, -1.963355, -6.291105], [1.454577, -3.168888, 5.426061], [0.956011, 2.964714, 4.734780], [2.367758, -0.329176, -6.319497], [0.500982, 0.650895, 3.781788], [-1.654952, 3.237413, -4.637872], [2.107675, -0.333027, 0.954769], [-3.100230, 2.498531, 1.966852], [-3.027827, -4.488149, 2.719125], [4.610808, 1.134466, -2.171664], [-5.438560, 1.063559, -1.126594], [0.573037, -1.262753, -5.567642], [3.994945, 1.642806, -3.707062], [3.032731, 1.757483, 2.920660], [-2.261719, -4.017559, 0.233055], [2.754404, -0.937309, 2.583134], [-5.122337, 1.761938, 0.905722], [3.963087, -2.288844, 5.992674], [1.006755, -2.341289, 6.644704], [-2.474527, 2.125643, 0.968406], [-0.347132, 1.260218, -1.670157], [-0.067978, -3.021489, 3.388133], [-1.286675, -4.911892, -0.212229], [-0.239790, -4.661100, -0.077384], [-1.229960, -3.334126, 2.686746], [3.698663, 4.090235, 2.616349], [-2.557067, 6.498739, -4.890598], [1.568162, -5.055694, 6.512423], [-3.889408, -1.578255, -0.479753], [-1.231862, 6.310302, -6.969438], [-5.103761, -0.414027, 0.842754], [-4.995108, -5.799714, -0.689102], [-5.232609, 0.128094, 2.112377], [-4.382663, -3.712262, 0.434201], [-6.513609, 0.964720, -1.036934], [3.141871, 2.146247, 1.918488], [-3.340282, 5.610397, -2.844628], [1.380921, 5.342840, 4.192754], [-1.192631, 1.108616, 3.985936], [-0.705922, -4.461897, 5.168590], [-0.331761, -1.794876, -4.104437], [2.554029, -5.005770, 5.045902], [0.403670, 5.219931, 2.281332], [3.343339, 3.228559, -0.624695], [1.963092, -1.809870, 3.331406], [4.097684, -1.070726, -2.765909], [2.208641, -4.422590, 5.900360], [-3.449414, 1.049203, -2.435673], [-6.077343, 0.760293, 2.352676], [-0.493206, 3.061811, 1.672922], [-0.353500, 1.122075, 3.286016], [-4.817300, 0.857324, -2.352406], [-3.305421, 1.545841, -0.175582], [-3.466897, 1.078662, -4.826625], [-1.869973, 4.772397, -0.025398], [3.379507, 3.654155, -1.621757], [3.324868, -3.390095, -1.447915], [-0.027803, -0.481674, -5.802493], [-2.712006, 1.304218, -1.345706], [-4.331886, 0.320203, 4.050538], [-2.969892, -6.433057, -0.993522], [-3.599019, -4.362461, 0.066148], [-5.851380, -0.204863, 0.087949], [-3.948947, -5.556248, -0.553161], [-0.043222, 2.542244, 2.891076], [-4.686303, 1.477602, -0.040757], [-0.409938, 1.783865, -6.230611], [4.574864, -1.248116, -0.202032], [2.570470, -2.442983, -0.764811], [2.564330, -1.754674, -5.284846], [4.646080, 0.068637, 2.520690], [-0.809411, 4.997220, 0.092508], [-4.012169, -1.211589, 0.533857], [4.542669, -0.713036, -4.452676], [0.218587, -3.570422, 4.633344], [1.869840, -2.015295, 7.227720], [-2.849459, 1.383046, -3.805064], [-4.060050, 4.040459, -3.223319], [2.632643, 1.651256, -4.342844], [-5.363264, 0.628207, -3.256481], [-1.865884, -4.799728, 4.491752], [5.300736, -4.036567, -1.984087], [-1.165096, 2.249989, 0.729191], [-1.577438, -2.517137, 1.060086], [0.552954, 6.268442, 2.047279], [-2.564391, -5.503254, 4.925083], [4.452916, -1.101125, 4.292193], [3.072723, -4.156005, 6.507636], [3.517158, 3.472465, 1.747748], [4.708292, -3.282511, -1.481696], [4.049332, -0.330355, -3.560910], [-1.357309, 5.450485, -6.323597], [-0.856722, -6.791995, -1.140793], [2.831723, -4.216093, -1.945279], [1.966566, -0.852902, -5.443918], [0.000478, 1.799410, -7.241467], [-2.094355, 5.554099, -5.153975], [5.071220, -0.407754, 0.271958], [3.893561, 5.058774, 0.353465], [5.332766, -2.203510, -0.863411], [1.489183, -2.526900, -0.732118], [-0.800156, 4.229931, -6.666487], [-0.254044, 4.124961, -7.597541], [-2.438395, -1.144349, 3.528790], [-1.225545, 1.056134, -6.179728], [0.356801, -2.933122, 7.291368], [2.312803, 0.203142, -3.990066], [-2.260690, 4.462928, -4.310265], [-3.056845, -1.520419, 1.501128], [-3.183610, -0.949011, 2.767258], [-0.290480, 4.584529, -0.779110], [2.880380, 1.328742, 0.821467], [-3.113912, 4.569659, -3.076538], [4.703411, 0.951756, -3.173111], [3.626731, 4.018016, 0.480518], [-2.124249, -4.229426, 3.256826], [-4.257291, -0.125309, 3.066918], [-0.950327, 3.124077, -5.838743], [-2.626753, 4.109505, -2.216680], [0.629037, 3.374034, 3.783331], [3.187531, -1.373221, -0.121933], [-0.521555, -4.893362, 6.143810], [0.862380, 4.704677, 3.487334]], "atomic_forces_ev_per_a": [[-0.212, -0.178, 0.260], [0.149, -0.061, -0.095], [0.011, 0.010, 0.023], [-0.002, 0.005, 0.010], [-0.014, 0.072, -0.099], [0.045, -0.012, 0.007], [0.005, -0.002, 0.015], [-0.022, 0.011, -0.026], [-0.001, -0.006, -0.003], [0.031, 0.035, -0.013], [0.019, -0.024, -0.012], [-0.030, 0.040, 0.021], [0.020, -0.182, -0.080], [1.040, -0.875, -0.839], [-0.040, -0.087, 0.079], [-0.156, 0.018, 0.045], [-0.003, 0.036, -0.031], [-0.007, -0.011, 0.018], [0.021, 0.004, -0.026], [-0.001, -0.005, 0.010], [0.008, -0.008, -0.037], [0.016, 0.002, -0.007], [0.013, -0.014, 0.002], [0.006, 0.010, -0.006], [-0.023, -0.050, -0.089], [0.108, 0.028, 0.100], [-0.118, 0.081, 0.094], [-0.008, 0.014, 0.024], [0.081, -0.053, 0.015], [0.372, 1.511, -1.672], [0.000, 0.012, 0.043], [0.272, -0.045, 0.074], [-0.032, 0.016, 0.025], [0.048, -0.011, 0.038], [0.061, 0.124, -0.213], [0.257, 0.698, -0.733], [0.001, -0.015, 0.011], [0.002, -0.007, 0.000], [-0.026, -0.121, -0.087], [1.677, 0.763, 0.702], [-0.021, -0.076, 0.050], [-0.010, -0.015, -0.038], [0.041, 0.014, -0.030], [-0.152, 0.228, -0.101], [-0.021, -0.014, 0.024], [-0.005, -0.003, 0.010], [-0.017, -0.003, 0.006], [-0.085, -0.048, -0.049], [-0.010, 0.001, -0.004], [-0.659, -2.386, 1.162], [-0.002, -0.006, 0.015], [-0.021, -1.085, 0.998], [0.038, 0.042, -0.035], [-0.060, 0.152, -0.156], [-0.003, -0.007, 0.013], [-0.008, 0.004, -0.008], [-0.008, -0.001, 0.007], [-0.030, 0.002, -0.023], [-0.026, 0.041, -0.042], [0.135, 0.087, -0.202], [0.000, -0.014, 0.010], [0.009, -0.018, 0.047], [0.024, -0.016, -0.061], [-0.010, 0.044, 0.047], [0.032, 0.080, -0.026], [-0.017, 0.040, -0.073], [0.210, 0.016, 0.070], [-0.022, 0.003, 0.058], [0.086, -0.187, 0.160], [0.030, 0.056, -0.044], [-0.352, -0.112, 0.311], [-0.070, 0.775, -0.082], [-0.163, -0.065, 0.108], [-0.003, 0.000, -0.020], [-0.025, -0.013, -0.012], [0.041, -0.010, -0.006], [-0.008, 0.041, -0.040], [-2.375, 0.111, 0.140], [0.010, 0.036, -0.037], [-0.028, 0.019, -0.014], [-0.049, 0.054, 0.067], [-0.014, -1.454, 1.250], [0.013, -0.021, -0.044], [-0.093, -0.019, 0.151], [0.770, 2.289, -0.846], [-0.026, 0.013, 0.017], [0.066, 0.029, 0.017], [-0.060, 0.041, -0.077], [0.022, -0.002, -0.031], [0.026, -0.010, -0.051], [0.007, -0.053, 0.089], [-0.059, -0.598, 0.083], [0.043, 0.014, 0.006], [0.049, 0.024, 0.042], [0.004, -0.007, 0.006], [0.141, 0.255, -0.222], [0.001, -0.015, 0.038], [-0.074, -0.191, -0.052], [-0.015, 0.009, 0.000], [0.024, -0.018, -0.002], [0.001, 0.011, -0.022], [-0.274, 0.149, -0.264], [-0.133, -0.129, 0.038], [0.018, 0.001, -0.001], [-0.007, 0.018, 0.013], [-0.041, 0.014, 0.005], [0.016, 0.017, 0.005], [0.009, 0.014, -0.015], [-0.033, -0.003, 0.011], [-0.151, -0.257, 0.146], [0.004, -0.006, 0.003], [-0.006, -0.005, -0.003], [-0.014, -0.001, 0.022], [-0.147, -0.002, 0.087], [0.016, -0.001, 0.007], [0.002, 0.020, -0.002], [-0.017, -0.029, 0.059], [0.016, -0.003, 0.007], [0.014, 0.005, -0.057], [-0.019, -0.012, -0.003], [-0.005, 0.014, -0.002], [0.011, -0.006, 0.008], [-0.015, -0.034, -0.002], [0.027, -0.027, 0.004], [0.002, 0.003, 0.000], [0.398, 0.268, -0.086], [0.038, -0.008, 0.004], [0.048, 0.065, -0.075], [0.083, -0.121, 0.062], [-0.030, 0.013, -0.030], [-0.065, 0.006, 0.075], [0.040, 0.004, -0.034], [-0.328, 0.229, -0.050], [-0.008, 0.038, -0.024], [0.031, -0.051, 0.018], [-0.237, 0.035, -0.128], [-0.032, -0.031, -0.003], [-0.007, 0.010, 0.016], [0.008, -0.045, 0.015], [0.011, 0.039, 0.112], [0.014, -0.016, 0.010], [-0.032, 0.034, -0.047]], "mulliken_charge": [-0.0040, 1.5219, 0.0479, 0.2705, -0.5990, -0.4260, 0.4436, 0.3734, 0.4188, -0.5321, 0.1232, 0.2095, 0.7228, 0.0026, 0.4826, 0.9714, -0.1560, 0.3780, 0.4961, 0.2876, 1.5522, 0.4366, 0.2336, 0.4126, -0.8249, 1.6432, -0.7619, 0.5558, 0.0541, -0.9601, -0.2310, 0.4677, 0.4251, 0.5155, 0.4312, 1.1438, 0.3860, -1.6730, -1.2701, 0.9130, -0.8212, -0.6746, 0.2156, -0.4642, 0.3995, 0.4101, 0.3885, 1.0096, 0.3851, -0.7202, 0.4304, -0.5505, 0.4273, 0.5758, -0.4351, 0.4831, 0.4235, 0.8030, -0.2989, 0.2467, 0.4036, -1.0710, -0.8767, -0.8152, -0.3145, -1.9060, 0.4331, 0.4225, -0.9177, -1.4824, -0.9973, 0.2564, -0.7916, 0.2268, 0.5131, -0.7486, 0.1188, 0.4661, 0.4416, -0.5746, -0.0248, 0.5480, -0.8543, 1.3745, -0.3491, -1.2776, -0.8067, -0.1128, 0.6694, 0.5086, -1.1433, -1.4641, 0.7104, 0.6578, 0.4287, -0.5487, 0.2962, -1.0014, 0.6323, -1.5987, 0.3831, 1.1415, 1.8179, 0.3940, 0.4217, -1.7795, 0.4066, -0.8442, -0.7365, -0.3800, -0.7924, 0.4124, 0.5348, -0.8979, 0.2577, -0.9109, 0.2414, 0.4153, -0.8872, 0.2316, -1.0149, 0.3839, 0.3814, 0.2405, 0.4137, 0.5771, 1.3515, 0.7750, -0.9066, 0.1582, -0.1249, -1.1568, -0.0653, -0.9176, 0.0159, -0.7298, 0.9536, -0.1444, -0.4532, 1.3017, 0.3826, -0.9976]}